{
  "formula": "C34H40Cl2FGe2N2O5SiTi",
  "method": "ωB97M-V/def2-TZVPD",
  "e_homo_ev": -4.88,
  "lumo_ev": 2.4,
  "total_charge": -1,
  "orbital_gap_ev": 7.2,
  "e_above_lowest_kcal_mol": 30.2,
  "species": ["Ti", "O", "C", "O", "C", "O", "C", "C", "O", "O", "H", "H", "H", "H", "H", "C", "Si", "C", "C", "N", "C", "C", "C", "C", "C", "C", "F", "H", "H", "H", "H", "H", "H", "H", "H", "H", "H", "H", "H", "H", "Cl", "C", "C", "C", "C", "C", "Cl", "C", "N", "H", "H", "H", "C", "Ge", "C", "C", "Ge", "C", "C", "C", "C", "C", "C", "C", "C", "C", "C", "C", "C", "H", "H", "H", "H", "H", "H", "H", "H", "H", "H", "H", "H", "H", "H", "H", "H", "H", "H", "H"],
  "positions_angstrom": [[0.14119, 0.24761, -0.03611], [0.72660, -4.15101, 0.33222], [0.43117, -2.87413, 0.55542], [0.56237, -2.02604, -0.29520], [-0.10248, -2.61258, 1.94444], [-0.68038, -1.33255, 2.01028], [-0.07891, -0.47880, 2.98654], [1.37594, -0.18638, 2.55393], [2.26864, -0.17629, 3.38337], [1.51206, -0.04630, 1.28377], [0.92891, -4.26651, -0.60896], [-0.87324, -3.35951, 2.15731], [0.71025, -2.73695, 2.66829], [-0.65559, 0.44546, 2.95160], [-0.11580, -0.93325, 3.98008], [3.46494, -1.34785, -0.55511], [2.94737, 0.13517, -1.62123], [3.24427, -0.56127, -3.38037], [4.21477, 1.46946, -1.10766], [1.31549, 0.75651, -1.58469], [0.98071, 1.79862, -2.41691], [1.84234, 2.47191, -3.30844], [1.41035, 3.49866, -4.12697], [0.09153, 3.92644, -4.11780], [-0.80055, 3.28741, -3.27089], [-0.34170, 2.27023, -2.47258], [-1.26800, 1.62648, -1.69472], [4.51838, -1.54223, -0.76725], [2.91440, -2.25608, -0.79130], [3.36978, -1.14745, 0.50855], [4.27345, -0.90652, -3.49211], [3.04253, 0.15829, -4.17263], [2.58402, -1.41402, -3.54962], [5.23627, 1.10878, -1.23547], [4.07798, 1.70892, -0.05140], [4.11678, 2.40490, -1.65656], [2.87751, 2.17460, -3.34957], [2.12122, 3.97405, -4.79155], [-0.24274, 4.73610, -4.75027], [-1.84623, 3.55976, -3.22271], [1.56243, 3.42528, 0.42431], [-0.09756, 3.86783, 0.65010], [-0.49663, 5.18472, 0.69370], [-1.82433, 5.49707, 0.94923], [-2.74966, 4.48600, 1.15836], [-2.35160, 3.17123, 1.10938], [-3.46442, 1.87364, 1.35093], [-1.00745, 2.77895, 0.85772], [-0.63349, 1.50092, 0.85585], [0.22484, 5.97277, 0.52818], [-2.13549, 6.53027, 1.01954], [-3.78644, 4.72332, 1.35517], [-3.91523, -2.68205, 2.11416], [-3.24444, -3.01255, 0.24863], [-2.47294, -4.88219, 0.42522], [-4.91997, -3.51900, -0.73141], [-2.02090, -0.99172, -0.74549], [-1.49652, -1.90055, -2.49844], [-1.84499, -3.20551, -2.84911], [-1.45787, -3.77967, -4.05229], [-0.71338, -3.04732, -4.96389], [-0.35626, -1.74562, -4.64740], [-0.73263, -1.19501, -3.43057], [-3.71731, -0.16211, -1.48650], [-4.87264, -0.10350, -0.70845], [-6.02147, 0.53810, -1.14354], [-6.03166, 1.17042, -2.37754], [-4.89735, 1.12087, -3.17431], [-3.76410, 0.45161, -2.73601], [-4.19219, -3.62263, 2.59235], [-4.80345, -2.05096, 2.07255], [-3.17688, -2.17550, 2.73585], [-3.20212, -5.47744, 0.97601], [-1.52176, -4.95566, 0.94633], [-2.34846, -5.33415, -0.55922], [-5.48962, -4.22421, -0.12485], [-4.68817, -3.99882, -1.68222], [-5.54300, -2.65091, -0.93757], [-2.44003, -3.79414, -2.16225], [-1.74617, -4.79924, -4.28406], [-0.41038, -3.48450, -5.90786], [0.21858, -1.15468, -5.35160], [-0.40605, -0.18974, -3.20975], [-4.86525, -0.56180, 0.27516], [-6.90641, 0.54794, -0.51736], [-6.90995, 1.71054, -2.71060], [-4.89862, 1.60518, -4.14468], [-2.89900, 0.41005, -3.38776]],
  "forces_ev_per_a": [[-0.53, -0.01, 0.50], [-0.03, -0.13, 0.21], [0.02, 0.12, -0.15], [0.15, -0.19, 0.04], [-0.20, 0.06, 0.10], [0.11, 0.04, -0.02], [0.34, 0.06, -0.06], [-0.22, -0.29, 0.96], [-0.02, 0.16, -0.17], [0.67, -0.27, 0.18], [0.07, 0.15, -0.03], [0.11, -0.03, 0.02], [0.04, -0.05, -0.06], [0.05, -0.08, 0.09], [0.10, 0.01, -0.07], [-0.38, 0.22, 0.03], [1.12, -0.43, -0.46], [0.00, 0.41, 0.29], [-0.39, -0.12, -0.23], [-0.07, -0.28, 0.61], [-0.32, 0.55, -0.59], [-0.04, -0.22, 0.27], [-0.04, 0.17, -0.15], [0.04, 0.00, 0.04], [0.01, 0.03, -0.02], [-0.13, -0.18, -0.01], [0.45, 0.14, -0.30], [0.07, 0.12, -0.15], [-0.03, -0.02, -0.06], [0.00, 0.00, 0.04], [0.08, -0.02, 0.03], [0.00, 0.01, -0.07], [-0.07, -0.04, 0.11], [0.04, -0.10, -0.03], [-0.06, -0.10, 0.07], [0.01, 0.04, -0.02], [0.05, 0.04, -0.05], [0.04, 0.00, 0.02], [0.01, 0.02, -0.04], [-0.03, -0.03, 0.04], [0.18, 0.39, -0.03], [-0.49, -0.96, 0.26], [0.00, 0.13, -0.04], [-0.01, 0.10, 0.07], [-0.17, 0.14, -0.03], [0.78, -0.39, -0.18], [-0.35, 0.12, 0.21], [-0.35, 1.33, 0.30], [0.36, 0.08, -0.42], [0.08, -0.03, 0.02], [0.01, 0.03, -0.09], [-0.02, -0.03, 0.02], [0.17, 0.08, -0.31], [-0.32, -0.33, 0.47], [0.04, 0.46, -0.13], [0.30, 0.26, 0.01], [-1.45, -1.11, -1.38], [0.08, 0.04, 0.14], [-0.05, 0.01, 0.17], [0.00, -0.09, -0.07], [0.04, -0.02, -0.04], [0.02, 0.01, -0.08], [0.00, 0.01, -0.04], [0.20, 0.07, 0.42], [0.08, -0.04, 0.00], [-0.08, -0.02, 0.01], [-0.04, 0.06, 0.00], [-0.07, 0.01, -0.06], [0.12, -0.08, -0.08], [-0.01, -0.07, -0.04], [-0.03, 0.04, 0.02], [0.05, 0.02, -0.02], [-0.12, 0.06, 0.02], [0.02, -0.02, 0.00], [0.03, -0.01, -0.03], [0.04, -0.04, 0.11], [0.04, 0.00, -0.04], [-0.01, 0.01, -0.01], [-0.01, -0.07, -0.08], [-0.01, 0.00, 0.02], [-0.02, -0.01, 0.00], [0.03, 0.01, 0.03], [0.00, 0.07, -0.02], [-0.08, 0.02, 0.02], [0.02, 0.05, 0.02], [-0.03, -0.05, -0.02], [0.02, -0.01, 0.00], [0.02, 0.03, 0.00]]
}